DFT (wB97M-V/def2-TZVPD) results for a 17-piece molecular cluster, C31H94N32O19 overall in a non-equilibrium geometry.

The strongest force on any atom is 0.02152 Eh/bohr. The relative energy (zero: lowest compared OMol25 entry of this formula, charge and spin) comes out at 0.0 kJ/mol. The total energy comes out at -120275.7232 eV. The HOMO energy comes out at -9.293 eV. As for the HOMO-LUMO gap: 9.461 eV. As for the molar mass: 1219.30 Da.

Positions of all 176 atoms, in Å:
O1 -11.013441 -2.969668 1.925271
O2 -6.618459 -4.470334 -3.212375
O3 15.256004 6.643287 -4.886712
O4 -0.054835 2.808954 -0.754031
O5 7.027585 6.595997 -6.046949
O6 -0.874690 -2.218902 -1.881747
O7 11.902575 5.013282 -5.356901
O8 14.425322 1.702261 -1.365253
O9 -5.825392 -2.119339 0.467500
O10 4.745522 7.305352 -1.338884
O11 6.948562 4.715269 2.676267
O12 1.375875 1.275704 -0.113811
O13 -1.700672 -6.200769 2.721816
O14 -9.568298 -6.147341 -5.648573
O15 -3.154206 1.397463 5.972120
O16 2.025396 3.442711 -0.139381
O17 -13.343237 -2.462521 6.765113
O18 -12.228023 0.207093 -0.891393
O19 -0.941913 -6.841761 -0.969947
N1 8.200853 6.241424 -4.135673
N2 -8.919573 -3.753959 2.289742
N3 -10.735698 -5.187752 2.273327
N4 -3.812536 2.347296 7.920895
N5 9.260633 6.179574 -6.166908
N6 -12.054631 -1.979345 4.958291
N7 5.793338 5.746776 1.013279
N8 13.330347 2.581834 0.415113
N9 1.165425 -7.554890 -1.397678
N10 -10.336646 0.451211 -2.115953
N11 15.551263 8.840058 -4.439384
N12 -2.651209 -4.676203 1.340737
N13 13.898757 4.149180 -4.726290
N14 -12.728640 -4.140576 5.368380
N15 -7.542425 -2.896753 -0.775187
N16 -10.401695 -1.028759 -0.348596
N17 -5.621352 -6.341348 -2.437209
N18 0.674932 -1.029208 -3.028941
N19 -3.874382 -5.645343 3.032509
N20 5.025226 3.780401 1.914365
N21 0.385609 -7.420072 0.773824
N22 -5.583564 -2.259264 -1.791385
N23 12.139400 2.764549 -5.279161
N24 -3.536740 3.629123 6.018832
N25 -9.381318 -6.138343 -7.906470
N26 3.230196 6.596638 -2.869699
N27 -7.218147 -6.464736 -4.103758
N28 -0.932005 0.045400 -1.770587
N29 -11.342390 -6.802341 -6.885984
N30 13.860895 3.890769 -1.414900
N31 5.271320 7.440940 -3.534498
N32 17.142032 7.653941 -5.618570
C1 -12.749868 -2.827199 5.766540
C2 1.211175 2.574241 -0.311700
C3 5.991264 4.751657 1.919668
C4 -10.267308 -3.912016 2.148239
C5 -6.275640 -2.402114 -0.639634
C6 -10.065447 -6.350412 -6.746714
C7 1.096563 0.154661 4.800935
C8 -1.254946 -1.442721 3.487818
C9 -2.345042 -0.388435 3.218149
C10 3.469789 0.263001 3.940192
C11 12.609997 4.038187 -5.134704
C12 13.906587 2.663180 -0.821345
C13 2.688397 0.771025 -0.437187
C14 -5.746367 0.217962 3.439874
C15 -0.846222 -1.562697 4.975840
C16 4.434801 7.128214 -2.508020
C17 1.999654 0.081276 3.548823
C18 4.543410 -0.060580 2.863808
C19 0.596780 -1.204831 5.322732
C20 -4.656332 0.166799 2.351925
C21 4.017696 -0.365275 1.461070
C22 -2.676128 -5.546312 2.379925
C23 15.941710 7.650519 -4.974808
C24 -3.478600 2.390777 6.596143
C25 -3.613212 -0.949728 2.566943
C26 -0.415952 -1.138449 -2.202743
C27 -11.070026 -0.106392 -1.098056
C28 0.129662 -7.246132 -0.550967
C29 3.661816 0.934006 0.729458
C30 -6.500536 -5.690846 -3.254907
C31 8.096872 6.355057 -5.496607
H1 -11.775202 -6.974414 -7.773172
H2 14.666543 8.862581 -3.966911
H3 -8.548725 -2.820243 2.236108
H4 -0.966932 -2.617126 5.249021
H5 0.272787 0.860537 4.669355
H6 4.575623 1.440021 0.413957
H7 6.471386 6.483952 0.973946
H8 1.080198 -1.882598 -3.365273
H9 -5.727154 1.150956 4.005241
H10 14.476996 3.349710 -4.541459
H11 2.961029 6.441247 -3.822473
H12 -3.445846 -4.130896 1.057736
H13 -0.547551 0.938113 -2.011089
H14 13.347776 1.688713 0.870620
H15 13.434165 4.698335 -1.002903
H16 -10.794446 1.134427 -2.688872
H17 -1.941457 0.379252 2.547754
H18 1.070630 -0.153064 -3.311530
H19 -4.644724 -1.911048 -1.729197
H20 17.720467 8.467441 -5.706470
H21 5.012564 5.789185 0.382280
H22 -5.629339 -0.592520 4.161357
H23 -8.289234 -4.512049 2.472985
H24 -1.787503 -4.579520 0.835387
H25 2.587789 -0.280293 -0.702199
H26 -7.120405 -7.461338 -4.143008
H27 14.284999 5.079454 -4.606056
H28 -5.959461 -2.520183 -2.685430
H29 4.230742 3.789761 1.299095
H30 -0.356615 -7.195767 1.422102
H31 -8.439719 -5.800342 -7.831316
H32 -3.409966 -1.413624 1.599287
H33 1.721212 0.580713 5.592990
H34 0.709082 -1.203560 6.410465
H35 -1.720964 0.009808 -1.152579
H36 -2.658902 0.096038 4.144690
H37 2.056124 -7.888152 -1.083260
H38 -3.802796 4.459735 6.511870
H39 5.060426 7.302293 -4.507565
H40 -5.487835 -7.334377 -2.447702
H41 -4.054554 -1.687432 3.243687
H42 5.130687 3.027768 2.568224
H43 7.361645 6.357990 -3.600880
H44 3.621023 1.286655 4.293519
H45 1.868323 -0.903465 3.094509
H46 3.180170 1.623915 1.426351
H47 -3.299158 3.690694 5.046513
H48 -6.740150 0.132366 2.994376
H49 -12.243228 -4.457877 4.550647
H50 -1.650965 -2.411315 3.169332
H51 -0.368000 -1.265918 2.875316
H52 2.595325 6.351236 -2.132662
H53 -9.381999 0.211210 -2.303994
H54 1.005186 -7.432790 -2.379571
H55 1.263676 -7.747642 1.127379
H56 -1.542459 -1.010335 5.611238
H57 12.895220 3.357647 0.876566
H58 -10.147026 -5.979169 2.453457
H59 -8.073649 -3.013606 0.067406
H60 -0.397278 3.552584 -0.238163
H61 -9.446469 -1.284108 -0.518625
H62 -12.039789 -1.009287 5.211346
H63 -11.721798 -5.328381 2.146904
H64 10.135250 5.971177 -5.708315
H65 16.093990 9.680127 -4.501473
H66 5.215579 -0.841046 3.222974
H67 6.157089 7.841603 -3.288760
H68 -13.228002 -4.799251 5.935408
H69 9.237290 6.253902 -7.166483
H70 -9.771468 -6.296650 -8.815815
H71 -5.069489 -5.781856 -1.812769
H72 3.071738 1.287141 -1.320216
H73 4.838329 -0.833987 0.907047
H74 1.264784 -1.994775 4.959827
H75 5.179481 0.824040 2.753363
H76 12.692406 1.949155 -5.093322
H77 9.063008 6.044640 -3.662681
H78 -7.939490 -3.174946 -1.656293
H79 -11.570246 -2.280434 4.131052
H80 1.676479 0.822178 2.813984
H81 3.190846 -1.076432 1.454929
H82 17.448431 6.789265 -6.024292
H83 -10.892400 -1.469114 0.413034
H84 -3.780892 1.451499 8.370738
H85 -5.097223 0.047932 1.363833
H86 -4.681947 -5.109009 2.778358
H87 -4.083640 3.152515 8.451802
H88 3.630473 -0.382500 4.808228
H89 -3.924354 -6.276427 3.809778
H90 11.188389 2.655005 -5.577826
H91 14.262072 3.963429 -2.331197
H92 -11.867158 -6.961265 -6.045879
H93 -7.884340 -6.018457 -4.722849
H94 -4.130980 1.127265 2.357875

Cartesian forces (eV/Å) of the 3 atoms listed first:
-0.1 0.1 0.2
-0.3 0.1 -0.2
0.1 0.0 0.1